No. 1
23
Properties=species:S:1:pos:R:3:forces:R:3 method="wB97M-V/def2-TZVPD" homo_energy_ev=-7.538 spin_multiplicity=1 e_above_lowest_kj_mol=98.42 fmax_ev_per_a=4.50 total_energy_ev=-13412.1926 smiles="Nc1cc[nH]n1.C1=NCCC1"
C 3.48241 0.55979 0.35400 -1.5777 -1.0276 -1.5558
C 2.49301 1.47080 0.33572 -3.3051 -1.1425 0.7895
C 2.79927 -0.66466 -0.03831 0.6943 0.4072 0.7678
C -2.62942 -0.86712 -0.68685 0.5582 -2.1257 -0.1877
C -3.22467 -0.13381 0.47764 -1.7636 -0.1470 1.1666
C -1.60217 0.06332 -1.17760 0.8868 0.2948 -2.4307
C -2.19379 0.90421 0.83167 1.7530 1.6855 -0.9967
N 1.26599 0.78410 0.22720 0.6198 4.4431 -0.3305
N 1.50842 -0.46643 -0.05047 -0.7190 -2.4013 -0.5348
N -1.33940 1.03359 -0.43432 -0.6731 0.9761 1.3422
N 3.35782 -1.91046 -0.34733 1.5459 2.4556 0.3733
H 4.43644 0.94494 0.26578 2.1976 -0.2594 0.0722
H 2.48932 2.51789 0.41815 0.1370 1.0658 0.2668
H -2.03190 -1.68471 -0.21356 -0.4850 -0.1634 -0.9428
H -3.29192 -1.21952 -1.52114 0.4370 0.0490 1.1165
H -4.15590 0.32721 0.10661 0.2618 0.1410 0.5353
H -3.47677 -0.74764 1.39168 0.1525 0.3639 -1.2321
H 0.29494 1.26749 -0.00698 2.1093 -1.5460 0.2661
H -1.06238 -0.02312 -2.18280 -0.7427 -0.1453 1.5211
H -2.63535 1.92574 0.99429 0.5808 -1.0596 0.3476
H -1.39131 0.64234 1.58281 -1.3803 0.1639 -0.2151
H 2.73890 -2.62841 -0.54212 -1.2030 -1.4845 -0.0588
H 4.16846 -2.09552 0.21592 -0.0844 -0.5438 -0.0799


No. 2
24
Properties=species:S:1:pos:R:3:forces:R:3 method="wB97M-V/def2-TZVPD" homo_energy_ev="-10.805 / -10.806" total_charge=+1 spin_multiplicity=1 e_above_lowest_kj_mol=454.16 fmax_ev_per_a=5.01 total_energy_ev=-14892.2805
C 0.65606 0.27472 -1.12851 2.1013 2.6578 0.6693
C -0.11298 -1.29632 -4.02945 1.0706 -1.1505 1.9196
C 0.23422 0.44602 0.26100 0.7059 -0.5647 -0.1803
C -1.27182 -1.81746 -3.18891 -0.9569 1.4954 -1.4064
C 1.04205 1.52939 1.05444 1.6379 -1.6074 -0.2955
C -0.82858 -0.30648 2.15130 -2.3109 -3.1498 3.1432
C 0.29004 0.37249 3.04849 -4.0398 1.5013 2.3550
N 0.66472 -0.58019 -3.27375 -0.4031 0.3198 -2.3258
N 0.00056 -0.40461 -2.03588 -1.4422 -2.5886 -0.6310
N -0.59455 -0.34499 0.81605 1.1174 0.4431 -2.8182
N -1.10983 -1.07425 -1.90754 -0.0323 0.1703 -1.1349
N 0.54229 1.77343 2.43611 0.4271 -1.9111 1.2703
H 1.60364 0.79222 -1.53374 -1.8519 -0.9587 0.7930
H 0.12859 -1.61265 -5.08685 -0.1086 0.6919 1.5001
H -2.18013 -1.62539 -3.92613 0.9642 0.0822 2.1494
H -1.35414 -2.88214 -2.93033 0.4985 0.0957 -0.4734
H 2.11473 1.10866 1.24397 -1.7194 1.1713 -0.8276
H 0.96854 2.42454 0.46628 0.5789 0.5928 -0.0121
H -0.91307 -1.43563 2.49941 0.6593 1.9906 -0.3201
H -2.00371 -0.17536 2.13204 2.0631 1.0668 1.3619
H 0.04698 0.50756 4.22350 -0.0971 -0.0525 -2.8578
H 1.16798 -0.18843 3.13470 1.5682 -0.6876 -0.8752
H 1.22364 2.20743 3.07547 -0.0978 0.2599 -0.8040
H -0.31525 2.30745 2.49831 -0.3321 0.1320 -0.1996


No. 3
24
Properties=species:S:1:pos:R:3:forces:R:3 method="wB97M-V/def2-TZVPD" homo_energy_ev=-12.881 total_charge=+1 spin_multiplicity=1 e_above_lowest_kj_mol=359.91 fmax_ev_per_a=6.37 total_energy_ev=-14893.2573
C 0.88135 -2.92078 -0.35802 -4.2726 3.9800 2.5558
C 0.96404 -1.74527 0.42140 0.2718 -0.8273 -0.5856
C 2.20007 -1.01424 0.79175 0.5328 2.3758 -3.1918
C -1.98483 -0.77997 -1.63809 0.4731 3.3865 -1.3976
C -0.81708 1.19046 -0.55561 -1.6097 -0.6696 0.5409
C -1.15375 -0.38729 1.19143 0.9728 -3.3203 5.2305
C -1.45436 0.74637 0.74050 -0.5792 3.0065 -2.9796
N -0.43454 -3.13983 -0.57102 1.0259 -1.8677 -1.8224
N -1.17375 -2.24587 -0.09627 1.3288 0.5960 1.4159
N -0.30646 -1.35499 0.59557 -1.4180 -0.3721 -1.2107
N -1.24475 0.30781 -1.73605 0.4161 -0.5764 1.9600
N 2.01295 -0.02879 1.78659 -3.0007 -1.5584 3.0274
H 1.59821 -3.54753 -0.59683 3.2490 -2.8973 -1.3361
H 3.07800 -1.62806 0.86635 0.1821 -0.8735 0.2783
H 2.45008 -0.34211 -0.16858 -0.4207 -1.5819 1.4152
H -2.30935 -1.20456 -2.55592 0.5619 -1.1580 -0.6582
H -2.60972 -0.90791 -0.82192 -0.9856 0.1682 1.2548
H -1.20339 2.20779 -0.62403 0.7542 0.0815 -1.1656
H 0.25676 1.05141 -0.48270 0.1491 0.5784 -0.1031
H -1.56111 -0.66274 2.20257 0.3586 -0.2325 -1.2161
H -2.24452 1.33923 1.17611 0.2254 0.1390 0.2201
H -0.54917 0.45512 -2.45403 -0.5741 -0.3974 -0.8591
H 1.59652 -0.51228 2.67947 1.5239 1.6226 -1.8976
H 2.82610 0.50014 1.97211 0.8349 0.3980 0.5245


No. 4
21
Properties=species:S:1:pos:R:3:forces:R:3 method="wB97M-V/def2-TZVPD" homo_energy_ev=-14.527 total_charge=+1 spin_multiplicity=1 e_above_lowest_kj_mol=246.93 fmax_ev_per_a=4.47 total_energy_ev=-10981.8658 smiles=Cc1cc[n+](C(C)C)o1
C 1.97985 -1.12519 -0.54004 -2.6046 -0.0795 0.5142
C 0.61681 -1.54154 -0.55733 -0.5669 0.0907 0.3971
C 1.91142 0.09866 0.10920 -0.3476 -1.7927 -1.6182
C 2.89281 1.08047 0.38776 1.0407 2.9461 3.1968
C -1.81660 0.54135 -1.11370 -1.9614 0.5119 -3.1950
C -2.22487 0.15468 1.32998 1.9875 -1.4975 0.6632
C -1.70847 -0.40336 0.00473 2.8152 0.0084 1.1200
N -0.15854 -0.68741 0.13428 1.4425 0.0623 -0.7782
O 0.68339 0.38749 0.47322 -1.9342 -0.5415 0.3261
H 2.77499 -1.73797 -0.89587 0.5590 0.2243 -0.2170
H 0.10224 -2.39179 -1.05685 0.7337 0.5915 0.5864
H 2.38301 2.09618 0.79690 1.2814 -2.6086 -0.5428
H 3.60615 0.58612 1.14192 -0.8729 1.2023 -0.7875
H 3.49155 1.41751 -0.43189 0.2555 -0.2661 -0.7877
H -1.25844 1.46952 -1.30904 -0.2656 0.1932 1.8703
H -2.94465 0.70737 -1.12506 1.4186 0.3382 -0.6632
H -1.47669 0.12554 -2.09578 -0.8961 -0.6934 0.6526
H -1.54349 1.03885 1.42205 -1.7918 0.0085 0.6015
H -2.00120 -0.52870 2.18712 0.4615 0.3363 -0.7456
H -3.30581 0.10948 1.41937 -0.1294 1.3140 -0.6048
H -2.00347 -1.39725 -0.28096 -0.6250 -0.3482 0.0118


No. 5
21
Properties=species:S:1:pos:R:3:forces:R:3 method="wB97M-V/def2-TZVPD" homo_energy_ev=-12.461 total_charge=+1 spin_multiplicity=1 e_above_lowest_kj_mol=503.41 fmax_ev_per_a=5.63 total_energy_ev=-10979.2075
C 0.20830 0.85777 0.80162 -3.1967 1.2764 1.8507
C 0.53174 -1.26281 -0.20226 2.7756 -0.8489 -0.8578
C -1.36066 0.85889 0.81105 1.0480 -2.0579 -3.2185
C 0.69817 0.23877 -0.40685 0.6756 -1.3674 -1.5637
C -2.03857 1.29512 -0.48096 0.7504 -5.1890 2.0427
C -1.86811 -0.68144 0.38372 -1.1455 3.9388 1.2039
C 2.13705 0.59070 -0.45919 1.2548 -1.0653 -0.6712
N -0.83947 -1.70021 0.12812 -0.9258 -2.5301 -0.8529
O -2.32150 0.04112 -0.86792 1.1374 1.6598 -0.1566
H 0.62490 1.82684 1.07207 -0.1328 0.1927 -0.4233
H 0.44427 0.21457 1.65005 0.2800 0.0244 0.1395
H 0.99360 -1.87603 -1.01261 -0.9299 0.4875 0.0904
H 1.20909 -1.55058 0.62559 -0.5885 0.2630 0.0251
H -1.75377 1.31415 1.64181 -1.0026 0.9064 2.2276
H 0.36256 0.54485 -1.42913 -0.7079 -0.0285 1.1043
H -2.38542 2.20029 -0.91830 -0.6746 0.3174 -0.5053
H 2.16861 1.60980 -0.83692 0.7146 0.1172 0.5361
H 2.55738 -0.06068 -1.20527 0.7139 -0.0027 -0.6376
H 2.69145 0.32661 0.45692 -0.2514 0.7922 -0.1229
H -1.30088 -2.30493 -0.62042 0.8577 1.0776 0.4648
H -0.75875 -2.48281 0.86888 -0.6523 2.0364 -0.6754


No. 6
23
Properties=species:S:1:pos:R:3:forces:R:3 method="wB97M-V/def2-TZVPD" homo_energy_ev=-13.612 total_charge=+1 spin_multiplicity=1 e_above_lowest_kj_mol=369.43 fmax_ev_per_a=4.07 total_energy_ev=-15074.8135
C 0.14975 -1.98009 -0.93861 -0.3643 -2.2854 0.4056
C 1.31319 -0.37674 0.28168 -2.3435 0.3179 -0.2099
C -0.97725 -0.24424 0.23546 3.8685 -1.1379 -0.5171
C 4.10654 0.20658 -0.19575 -1.1746 -2.0907 1.1173
C -4.13409 1.20725 0.02256 3.3124 -1.2094 -0.8756
C 3.17634 1.19219 0.41789 -0.9928 1.2384 0.4742
C -3.35911 0.08012 0.74219 -0.5136 -1.2070 -2.1634
N 1.35873 -1.35800 -0.42591 -1.1319 -1.1809 -0.3848
O -1.08439 -1.26807 -0.57015 -0.8049 1.0302 -0.0684
O 1.90093 0.50188 0.92099 0.4118 0.4812 0.6725
O -1.91641 0.33280 0.81934 0.2527 0.8369 -0.4982
H 0.26947 -2.27722 -2.00206 -0.4734 1.5538 0.2330
H -0.16138 -3.02479 -0.56523 1.4285 1.4899 0.4326
H 3.76011 0.12262 -1.21323 0.3247 -0.5458 -0.3764
H 5.09554 0.53047 -0.18301 1.7196 0.6905 0.0271
H 4.06688 -0.80159 0.31064 0.1453 1.0541 -0.4954
H -3.88927 1.16540 -1.07073 -0.6554 -0.0366 0.9079
H -5.14604 1.15375 0.25422 -1.7869 -0.1972 0.1473
H -3.71825 2.10993 0.38524 0.1177 1.2289 0.4055
H 2.82202 1.70511 -0.45856 -0.4605 1.0869 0.2135
H 3.36435 1.93246 1.26945 0.2322 -1.5731 -1.2201
H -3.45712 -0.88487 0.19029 -0.1913 0.6053 0.6736
H -3.54055 -0.02496 1.77329 -0.9201 -0.1500 1.0995